(1)
The following is a DFT calculation (ωB97M-V with the def2-TZVPD basis set) of a molecular structure, C28H42F12FeO21P2 at a distorted geometry.

The geometry in XYZ format:
```
106
Properties=species:S:1:pos:R:3:forces:R:3
Fe 14.71166 23.75273 9.31699 -0.5 -0.8 1.5
P 15.51407 24.35737 6.72251 -0.3 0.0 -6.0
F 14.66140 25.23392 5.60591 0.7 0.0 1.2
F 16.27766 23.66793 5.44733 0.0 -0.4 1.8
F 16.62030 25.49782 6.80433 1.5 0.3 -0.6
F 16.34114 23.53724 7.90433 -0.5 -0.4 -1.4
F 14.88252 25.16068 7.91172 -3.0 1.1 1.5
F 14.22864 23.28621 6.58480 2.3 0.5 1.3
P 16.15257 20.99054 10.00480 0.0 -3.6 1.4
F 16.01149 22.55693 10.55320 2.0 0.7 2.2
F 17.39888 21.35154 8.96845 -1.3 -0.6 1.8
F 17.20158 20.42571 11.20324 -1.5 1.4 -2.7
F 15.76509 19.57089 9.21880 2.0 1.2 0.8
F 14.90658 20.58581 10.99600 0.8 0.8 -0.1
F 15.13630 21.67189 8.98736 -2.5 -0.1 -3.2
C 8.54946 24.07137 8.43860 0.2 0.0 0.3
C 9.56572 23.39866 7.49364 -3.8 2.4 -0.5
C 10.38756 24.38821 6.68377 -1.1 -0.3 0.4
O 11.64360 24.27313 7.29459 1.7 -0.1 -0.5
C 11.70681 23.21361 8.09840 1.1 1.9 1.0
O 12.73434 22.94714 8.73333 -2.2 -0.2 -0.7
O 10.46766 22.73737 8.22800 3.1 -3.6 2.2
H 9.03812 24.87564 8.98857 0.0 0.4 -0.4
H 8.17712 23.48552 9.27898 0.1 -0.8 -0.4
H 7.67641 24.39585 7.87239 0.1 0.4 0.0
H 8.98371 22.82082 6.77567 0.3 -0.9 0.4
H 10.04146 25.40878 6.84732 0.1 0.0 -0.7
H 10.30663 23.96127 5.68414 0.9 1.0 -0.4
C 19.90504 24.44963 7.89976 0.1 0.9 1.5
C 20.02944 22.89561 7.99363 0.1 2.7 -0.5
C 19.94492 22.26122 6.64799 0.3 -1.7 -0.4
O 20.99393 21.26553 6.78352 -0.9 -2.0 -2.5
C 21.88397 21.58953 7.71201 2.9 -4.1 -1.5
O 22.95907 20.98740 7.90972 -3.3 2.2 -0.4
O 21.37603 22.57470 8.30162 0.7 4.4 4.7
H 20.21066 24.97265 8.80593 0.7 -0.8 0.7
H 18.92473 24.92357 7.94963 -0.7 -1.0 -0.9
H 20.51607 25.00706 7.18984 0.0 -0.8 -0.7
H 19.39813 22.50168 8.79010 -0.1 -0.1 -0.3
H 20.21679 22.86392 5.78142 0.0 0.5 0.3
H 18.99061 21.78135 6.43098 0.2 -0.2 0.1
C 16.52991 29.75883 9.51879 0.4 -0.5 -0.6
C 16.66032 28.31441 8.94590 -0.1 1.6 0.2
C 18.05241 27.68064 8.97287 0.2 -0.3 1.1
O 17.81447 26.45333 9.69839 0.3 -0.6 0.6
C 16.54678 26.34032 10.04516 -1.8 -3.6 -2.0
O 15.97520 25.23795 10.28011 1.8 2.7 0.6
O 15.85386 27.41052 9.77441 -0.1 1.2 -0.5
H 17.49636 30.26253 9.53827 0.2 -0.2 0.4
H 16.08113 29.71254 10.51104 0.1 0.2 -0.1
H 15.95409 30.40633 8.85752 -0.4 -0.3 0.1
H 16.29988 28.34929 7.91782 -0.5 -0.6 0.2
H 18.79203 28.24306 9.54273 -0.1 0.1 0.0
H 18.50681 27.39790 8.02330 -0.4 0.1 -0.1
C 13.72727 20.05917 4.34520 0.7 0.6 0.9
C 15.18258 20.62761 4.56213 -2.7 0.1 1.4
C 15.89779 20.24867 5.84833 -1.7 2.1 1.0
O 16.80890 19.26628 5.49411 0.5 -1.2 -0.2
C 16.98707 19.37590 4.17673 3.4 -0.2 -3.0
O 17.91549 18.97560 3.47147 -2.4 0.2 2.5
O 16.07653 20.20773 3.63321 1.0 -0.8 -1.9
H 13.16134 20.30547 5.24362 -0.1 0.5 0.1
H 13.58465 18.97863 4.33152 0.7 -0.1 -0.5
H 13.24582 20.54414 3.49601 0.1 -0.2 -0.1
H 15.16269 21.71743 4.56224 -0.5 0.0 -0.3
H 15.20091 20.05076 6.66276 0.3 -0.9 0.0
H 16.39187 21.17352 6.14606 0.7 -0.2 0.3
C 17.42783 23.86209 2.15260 1.2 -0.2 0.1
C 16.55576 22.82503 1.62683 -3.5 -1.2 -0.6
C 15.04711 23.18529 1.49234 0.6 -0.1 1.7
O 14.67372 22.76702 0.22072 0.4 -0.8 -1.8
C 15.81428 22.31002 -0.50314 -1.4 1.2 -1.6
O 15.85824 22.05494 -1.69684 -0.6 0.3 3.1
O 16.83011 22.37132 0.31574 2.3 -0.2 -0.7
H 18.39176 23.35695 2.09122 0.6 0.7 0.5
H 17.11060 24.00199 3.18600 0.3 0.2 0.1
H 17.44237 24.80119 1.59943 -0.2 -0.1 0.0
H 16.52185 21.90808 2.21518 0.8 0.3 0.3
H 14.77621 24.21048 1.74472 0.2 0.4 -0.8
H 14.58208 22.62547 2.30380 -0.7 -0.4 -0.4
C 9.50645 27.93162 8.79126 0.8 1.5 -0.1
C 10.84171 28.53744 9.45764 -1.8 -1.1 -0.5
C 10.90387 28.43801 10.97388 0.9 -0.5 -0.7
O 11.53329 27.14264 11.17971 1.1 -1.6 -1.3
C 12.23735 26.74916 10.03298 -1.0 0.7 -1.7
O 12.90039 25.75233 9.75396 -1.8 2.7 1.8
O 11.94482 27.73366 9.03042 0.8 -1.4 1.4
H 9.21060 26.91719 9.05866 0.4 0.2 0.3
H 9.56238 27.99592 7.70460 0.7 -0.4 -0.1
H 8.65928 28.60709 8.91028 -0.1 0.0 0.8
H 10.95338 29.58605 9.18188 0.2 -0.2 -0.4
H 9.90904 28.51582 11.41246 0.3 -0.4 0.3
H 11.63211 29.13490 11.38873 -0.4 0.3 0.1
C 19.35347 29.20563 3.64850 1.8 1.2 -0.6
C 18.41568 28.08785 3.89112 -1.2 1.0 -0.4
C 17.78045 27.86067 5.20649 2.1 -2.1 2.9
O 16.44696 28.22056 5.16768 -0.5 0.1 3.4
C 16.15879 28.54039 3.97220 -4.0 2.0 -3.8
O 15.08783 28.91297 3.50957 1.4 -0.8 1.5
O 17.20907 28.47691 3.21183 1.8 -0.9 -3.2
H 19.06184 30.25521 3.68600 -1.0 -0.2 0.9
H 19.62903 29.20959 2.59391 0.3 -0.6 -0.1
H 20.27405 29.14522 4.22900 0.1 -0.3 0.0
H 18.87771 27.15147 3.57837 -0.4 0.0 -0.7
H 18.35170 28.30834 6.01974 -0.4 0.7 0.1
H 17.79063 26.79972 5.45627 0.1 -0.1 -0.1
```
Forces are in eV/Å.

Computed properties:
Multiplicity ... 5
Energy ... -158297.8275 eV
<S²> ... 6.005
Highest occupied orbital energy (spin up / spin down) ... -10.122 / -10.122 eV
LUMO level (spin up / spin down) ... -0.016 / -0.037 Ha
Frontier orbital gap (spin up / spin down) ... 9.70 / 9.12 eV


(2)
The following is a DFT calculation (ωB97M-V with the def2-TZVPD basis set) of a molecular structure, C28H42LaN3O5PS at a distorted geometry.

The geometry in XYZ format:
```
81
Properties=species:S:1:pos:R:3:forces:R:3
C -2.52007 1.07165 0.78138 -0.1 -0.2 0.3
N -1.52194 0.42419 1.49985 -0.6 0.1 0.4
C -1.86710 -0.16471 2.66772 0.4 -0.4 -0.2
C -3.16262 -0.25679 3.16194 0.1 0.2 -0.4
C -4.18265 0.29297 2.39126 -0.2 -0.1 0.0
C -3.87333 0.96633 1.21974 0.5 0.1 -0.2
La 0.72991 -0.32055 0.37779 -0.4 0.6 -0.2
C 2.44560 1.07006 -1.47657 4.1 0.2 -3.6
O 3.25430 1.21887 -2.29824 -3.6 -0.4 3.6
C -0.79590 -0.87704 3.47256 0.3 0.0 -0.2
N 0.22193 -1.50743 2.58060 -0.4 0.1 0.6
C -0.11936 -2.94955 2.37224 0.3 -0.1 -0.1
C -1.40085 -3.23352 1.58626 0.0 -0.1 0.2
C -2.21599 1.83286 -0.38417 -1.4 -0.2 0.5
P -0.66593 2.02281 -1.19969 0.5 0.2 -0.6
C -0.30319 3.89690 -0.92430 -0.3 -0.3 -0.3
C -1.10494 4.79279 -1.88205 0.1 0.2 0.0
C -1.05521 1.53480 -3.04576 -0.1 0.6 0.5
C 0.13090 1.98013 -3.91591 -0.2 0.0 0.0
C -1.26082 0.01833 -3.03983 0.2 0.1 0.1
C -2.31768 2.16887 -3.63256 0.0 0.1 0.0
C -0.74281 4.28746 0.49530 0.0 -0.1 0.0
C 1.21118 4.09067 -1.08129 -0.2 0.1 0.0
C 1.56902 -1.42621 3.19906 0.0 -0.3 0.2
C 2.09181 -0.00605 3.39088 0.2 0.0 0.1
H -3.31525 -0.83015 4.08004 -0.2 0.4 -0.4
H -5.21172 0.14843 2.69925 0.0 0.2 -0.1
H -4.63220 1.40520 0.57450 0.0 -0.1 0.3
H -3.06961 2.38539 -0.79282 0.2 -0.3 0.1
H -1.44812 -0.35152 -4.05489 0.1 0.2 0.1
H -0.38160 -0.51492 -2.67605 0.0 0.1 -0.1
H -2.13162 -0.27361 -2.43668 0.1 0.1 0.0
H -2.42870 1.74456 -4.63921 -0.1 0.1 0.2
H -3.21785 1.92886 -3.06101 0.1 0.0 -0.1
H -2.23077 3.25101 -3.74013 -0.1 -0.1 0.0
H -0.03721 1.59895 -4.93252 0.2 0.0 0.2
H 0.16922 3.07622 -3.98555 0.1 -0.3 0.0
H 1.10107 1.62323 -3.56089 -0.2 -0.1 -0.2
H -0.91453 5.83664 -1.58493 -0.1 -0.3 -0.2
H -0.81883 4.69827 -2.93645 -0.1 0.0 0.3
H -2.18753 4.62251 -1.77792 0.3 0.0 -0.1
H -1.82611 4.16262 0.62654 0.3 0.1 0.0
H -0.23036 3.70243 1.26689 0.0 0.0 0.0
H -0.50905 5.35039 0.66071 0.0 -0.3 0.0
H 1.57517 3.79388 -2.06921 -0.1 0.1 0.1
H 1.45035 5.15153 -0.93288 0.0 -0.2 -0.1
H 1.75764 3.51681 -0.32476 0.0 0.1 0.0
H -0.30354 -0.17435 4.17976 -0.3 -0.3 -0.5
H -1.26867 -1.67177 4.08256 0.2 0.4 -0.2
H 0.75770 -3.40076 1.87445 -0.4 0.1 0.1
H -0.20372 -3.41308 3.36857 0.1 0.0 -0.2
H 2.23374 -2.01534 2.55036 -0.1 0.2 0.3
H 1.53005 -1.90704 4.18622 0.2 -0.1 -0.2
H 3.18921 -0.05053 3.45529 -0.4 0.2 0.0
H 1.87470 0.73350 2.59366 0.1 -0.4 0.3
H 1.72282 0.44119 4.32672 0.1 -0.1 -0.4
H -1.35944 -4.28980 1.27951 -0.2 0.3 0.1
H -2.29408 -3.08964 2.21253 0.2 0.0 -0.3
H -1.52009 -2.66773 0.65257 0.1 0.0 0.3
C 3.78957 3.28912 3.23558 0.4 0.3 0.1
H 3.78177 2.94583 4.27898 -0.2 -0.2 -0.3
H 3.58046 4.36563 3.24925 0.0 -0.2 -0.2
H 4.79490 3.14656 2.82925 -0.2 0.0 0.1
O 2.87498 2.56235 2.39186 -1.0 0.9 0.0
H 2.01741 3.04376 2.39752 1.0 -0.3 0.1
O 2.32401 -2.09843 0.11466 -0.1 -1.0 -1.0
C 1.63769 -2.74349 -0.76928 -0.9 0.7 0.3
N 0.50948 -2.15435 -1.24092 0.3 -0.5 -0.2
S -0.39662 -3.23171 -2.23297 0.0 0.4 -0.3
O -1.61745 -3.53082 -1.52359 0.6 0.3 -0.6
O -0.43011 -2.76898 -3.59952 0.0 -0.3 1.2
C 0.76901 -4.52798 -2.05040 0.2 -1.1 0.0
C 0.65087 -5.84566 -2.50214 0.3 0.4 0.1
C 1.66179 -6.75175 -2.11162 -0.4 0.3 -0.2
C 2.69696 -6.34758 -1.25500 -0.1 0.1 0.0
C 2.77889 -5.03146 -0.79022 -0.3 0.2 -0.4
C 1.82112 -4.12199 -1.23967 0.3 -0.5 0.6
H -0.20028 -6.13098 -3.13037 0.5 0.0 0.3
H 1.61684 -7.78488 -2.48440 0.1 0.5 0.3
H 3.44158 -7.07556 -0.94698 -0.1 0.1 0.0
H 3.53179 -4.65680 -0.10043 0.1 -0.4 -0.2
```
Forces are in eV/Å.

Computed properties:
Multiplicity ... 2
Energy ... -65396.3968 eV
<S²> ... 0.784
Highest occupied orbital energy (spin up / spin down) ... -13.773 / -14.715 eV
LUMO level (spin up / spin down) ... -0.225 / -0.270 Ha
Charge ... +2
Frontier orbital gap (spin up / spin down) ... 7.66 / 7.38 eV


(3)
The following is a DFT calculation (ωB97M-V with the def2-TZVPD basis set) of a molecular structure, C28H42LuN7O.

The geometry in XYZ format:
```
79
Properties=species:S:1:pos:R:3:forces:R:3
Lu 0.08929 -0.14058 0.25071 0.0 0.6 -0.2
C -2.26442 2.81398 0.59187 0.0 -0.1 -0.1
C -1.39555 3.03536 -0.64258 -0.1 0.0 0.1
N -0.07984 2.35472 -0.57024 0.0 -0.2 0.3
C 0.72695 2.70720 -1.75420 0.2 -0.2 -0.1
C 2.02229 1.91292 -1.79907 -0.2 0.2 0.1
N 1.80305 0.46042 -1.63410 -0.1 -0.3 0.3
C 1.74968 -0.29115 -2.91357 -0.2 -0.1 -0.1
C 0.58636 -0.01340 -3.86558 0.0 0.0 0.2
C -0.83605 0.14251 -3.31415 0.2 0.1 -0.1
N -1.11639 -0.49938 -2.01244 0.1 -0.1 0.2
C -2.58287 -0.43757 -1.79661 -0.1 0.0 0.2
C -3.00696 -0.70991 -0.36352 0.0 0.0 -0.2
N -2.39176 0.27181 0.56204 0.4 -0.2 0.0
C -3.13565 1.56645 0.53226 0.2 0.3 0.0
H -2.93525 3.66818 0.69603 0.0 0.0 0.0
H -1.64901 2.78917 1.48969 0.0 0.1 0.0
H -1.24139 4.10906 -0.78527 0.1 0.0 -0.1
H -1.91179 2.67051 -1.53412 0.0 0.0 0.0
H 0.40087 2.77575 0.22337 0.0 0.0 0.0
H 0.97246 3.77301 -1.75846 -0.1 0.0 0.0
H 0.13520 2.51450 -2.64553 0.0 0.0 0.0
H 2.67544 2.25502 -0.99345 0.0 -0.1 0.0
H 2.53534 2.11977 -2.74177 0.1 0.0 0.0
H 2.65229 0.11547 -1.19835 0.0 0.0 0.0
H 1.75173 -1.34761 -2.64801 0.0 0.0 0.0
H 2.66791 -0.10455 -3.47835 0.0 0.0 0.0
H 0.60264 -0.84995 -4.56621 0.0 0.0 -0.1
H 0.79802 0.87789 -4.45880 0.0 0.0 0.0
H -1.52154 -0.25155 -4.07027 -0.1 0.0 0.0
H -1.08438 1.19680 -3.20407 -0.1 0.0 0.0
H -0.87041 -1.48217 -2.11708 0.0 0.0 0.0
H -3.10769 -1.13171 -2.45897 0.0 0.0 -0.1
H -2.90600 0.56657 -2.07753 0.0 0.0 0.0
H -2.69803 -1.70424 -0.05497 0.0 0.0 0.0
H -4.09851 -0.66966 -0.31747 0.0 0.0 0.1
H -2.51415 -0.10399 1.49897 0.0 0.0 0.0
H -3.84784 1.59545 1.35771 0.0 -0.1 0.0
H -3.72053 1.60227 -0.38718 0.0 0.0 0.0
O -0.08382 1.42576 2.40863 0.0 -0.2 -0.4
C 0.92114 2.39383 2.69555 0.0 0.1 -0.1
C 2.25706 2.06451 2.06167 -0.1 -0.1 0.0
C 3.35345 2.88223 2.30648 0.1 0.0 0.0
C 4.59398 2.49997 1.82833 -0.1 0.0 0.0
C 4.70587 1.28509 1.16197 0.0 0.0 0.0
C 3.55962 0.54932 0.94667 0.0 0.0 0.1
N 2.33991 0.94585 1.33899 -0.3 0.1 -0.3
H -0.05688 0.75246 3.10260 0.0 -0.1 0.0
H 1.06156 2.47917 3.77465 0.0 0.0 0.0
H 0.56106 3.36736 2.35151 0.0 0.0 0.0
H 3.23818 3.79104 2.88378 0.0 0.0 0.0
H 5.46301 3.12124 1.99815 0.0 0.0 0.0
H 5.66562 0.91919 0.82557 0.0 0.0 0.0
H 3.61673 -0.42491 0.46957 0.0 0.0 0.0
C -1.23721 -3.56278 -1.00955 0.1 0.0 -0.2
N -0.55618 -2.68473 -0.04184 0.3 0.5 0.3
C -0.13898 -3.32452 1.01028 -0.1 0.0 -0.2
C 0.50437 -2.70915 2.09654 0.1 0.0 0.5
C 0.98417 -3.31923 3.25717 -0.1 -0.1 -0.2
C 1.51697 -2.30311 4.04326 0.1 0.2 0.1
C 1.34755 -1.12879 3.32287 0.1 0.0 0.2
N 0.72023 -1.34089 2.13885 -0.2 -0.1 -0.6
C -0.30719 -4.40031 -1.86443 0.0 0.1 0.0
C 0.98790 -3.98515 -2.14659 0.0 0.0 0.1
C 1.80082 -4.72758 -2.99142 0.0 0.0 0.0
C 1.32317 -5.89991 -3.55633 0.0 0.0 0.0
C 0.03751 -6.33200 -3.26245 0.0 0.0 0.0
C -0.77308 -5.58689 -2.41921 0.0 0.0 -0.1
H -1.85673 -2.95958 -1.67921 -0.1 -0.1 0.1
H -1.92755 -4.22784 -0.48487 0.0 0.0 0.0
H -0.29204 -4.40237 1.08638 0.0 0.0 0.0
H 0.94599 -4.37377 3.48336 0.0 0.0 0.0
H 1.98248 -2.39325 5.01096 0.0 0.0 0.0
H 1.70278 -0.15309 3.62529 0.0 0.0 -0.1
H 1.37405 -3.10041 -1.65514 0.1 0.0 0.0
H 2.81155 -4.39876 -3.19866 0.0 0.0 0.0
H 1.95537 -6.48559 -4.20985 0.0 0.0 0.0
H -0.33521 -7.25584 -3.68411 0.0 0.0 0.0
H -1.77490 -5.93293 -2.19095 0.0 0.0 0.0
```
Forces are in eV/Å.

Computed properties:
Energy ... -75807.3185 eV
Highest occupied orbital energy ... -13.096 eV
LUMO level ... -0.187 Ha
Charge ... +2
Frontier orbital gap ... 8.01 eV